(1)
A structure of composition C50H70As4F2FeN2O2PS2 at a distorted geometry. Source: OMol25; level of theory: wB97M-V/def2-TZVPD.

Properties
2S+1 = 6
E_HOMO (alpha / beta) = 0.7 / -2.4 eV
LUMO (alpha / beta) = 3.8553 / 3.8548 eV
Net charge = -2
<S²> = 8.7880

Geometry as XYZ:
```
134
Properties=species:S:1:pos:R:3:forces:R:3
Fe -1.31351 -1.35662 0.72225 -0.1364 -0.7790 -0.7294
F -6.45837 -3.04115 -0.69393 -0.0199 0.0342 -0.0113
C -5.13074 -3.35511 -0.55167 0.2275 0.0343 0.1205
C -4.22828 -2.41148 -0.08514 -0.3786 -0.0598 -0.0818
C -2.88081 -2.71569 0.05685 0.4038 0.3629 0.0588
C -2.41608 -4.02165 -0.31178 -0.4548 0.1173 0.0232
C -3.39542 -4.94640 -0.71228 0.0768 0.2171 0.0810
F -3.08335 -6.25874 -0.97682 0.0994 -0.0103 -0.0581
C -4.73381 -4.64109 -0.84798 -0.1402 -0.0326 -0.0729
C -1.00105 -4.28360 -0.23578 0.3512 -0.4274 -0.0616
C -0.35562 -5.47463 -0.63697 -0.1855 0.2474 0.0427
C 0.98296 -5.67739 -0.41469 0.1479 -0.1575 -0.0934
C 1.72433 -4.66555 0.27027 -0.0573 0.1948 0.0817
C 1.06466 -3.49979 0.56596 0.4356 -0.2946 0.0683
N -0.21759 -3.24266 0.28794 -0.3627 0.9024 0.2233
H -4.60904 -1.42398 0.15919 -0.0093 -0.0715 -0.0512
H -5.44059 -5.39502 -1.16842 0.0175 -0.0082 0.0038
H -0.92892 -6.24550 -1.12788 -0.0563 -0.0004 0.0202
H 1.46758 -6.59061 -0.74094 -0.0510 -0.0148 -0.0035
H 2.76469 -4.80826 0.53675 -0.0004 0.1004 0.0236
H 1.59765 -2.69105 1.05788 0.0062 0.0249 0.0529
C 2.38053 -2.43193 4.42738 -0.0664 -0.0316 0.0440
As 2.40793 -0.97830 3.10057 0.2820 -0.1261 -0.0088
C 3.05473 0.39014 4.37204 -0.0235 0.0117 -0.0136
C 4.19845 -1.56874 2.41440 -0.0843 -0.0208 -0.0391
C 4.74759 -0.94683 1.11779 -0.1173 0.1893 -0.0590
C 4.74346 0.57739 1.26334 0.0160 -0.1567 -0.0954
C 3.95425 -1.40999 -0.12393 0.0909 0.0429 0.2238
As 2.18378 -0.59544 -0.61617 0.4083 -0.0307 -0.2213
C 2.92657 0.99905 -1.53289 -0.0341 -0.0057 0.0418
C 2.10472 -1.71352 -2.23628 -0.0791 -0.0415 -0.0345
C 6.18968 -1.47794 0.99531 0.0313 -0.1016 -0.0689
As 7.51441 -1.02762 -0.42028 0.1171 0.1607 0.0275
C 8.21929 0.64548 0.35751 -0.0777 0.0359 0.0135
C 6.58962 -0.12104 -1.90558 -0.0669 0.0134 0.0787
H 3.33333 -2.49539 4.95981 0.0125 0.0239 -0.0272
H 2.17832 -3.38061 3.92781 -0.0072 0.0497 -0.0466
H 1.57588 -2.24915 5.13783 -0.0590 0.0422 -0.0034
H 4.06304 0.17253 4.73270 -0.0003 -0.0538 -0.0246
H 2.36704 0.39670 5.21851 0.0238 -0.0094 -0.0749
H 3.03338 1.37825 3.91294 -0.0086 -0.0086 -0.0160
H 4.11866 -2.65359 2.28176 -0.0387 0.0108 -0.0116
H 4.91825 -1.40359 3.22496 -0.0311 0.0106 0.0149
H 3.71669 0.93043 1.38640 0.0262 0.0961 0.0115
H 5.16801 1.06394 0.38310 -0.0555 0.0453 0.0554
H 5.31995 0.87714 2.14328 -0.0059 0.0357 0.0017
H 3.77026 -2.48580 -0.03661 -0.0560 0.0083 -0.0329
H 4.58045 -1.27281 -1.00824 -0.1251 -0.0170 0.0161
H 3.89794 0.78652 -1.98164 -0.0834 -0.0431 -0.0213
H 3.02188 1.83924 -0.84426 -0.0022 -0.0183 0.0183
H 2.23017 1.29680 -2.31470 0.0141 -0.0199 -0.0183
H 3.06186 -1.70550 -2.76399 0.0369 0.0247 0.0559
H 1.32844 -1.33324 -2.89818 -0.0021 0.0433 0.0572
H 1.85207 -2.73624 -1.95246 0.0118 0.0136 0.0329
H 6.13708 -2.57038 0.96588 0.0104 0.0113 -0.0130
H 6.74090 -1.22786 1.90997 0.0194 -0.0173 -0.0120
H 8.65698 0.45245 1.33700 -0.0068 -0.0505 -0.0042
H 7.43014 1.39003 0.46531 0.0185 -0.0128 0.0180
H 8.99713 1.04966 -0.29133 0.0018 -0.0415 -0.0259
H 6.06429 -0.83164 -2.54130 -0.0022 -0.0030 0.0191
H 7.35815 0.36975 -2.50494 0.0640 -0.0354 0.0345
H 5.88895 0.63368 -1.55308 0.0521 -0.0414 -0.0411
C 0.28770 1.39882 6.92855 -0.1364 -0.1442 -0.1030
C -1.08623 0.91215 6.50193 0.0845 0.0646 0.0295
O -0.96970 -0.23416 5.65594 -0.0847 0.0582 -0.2454
P -1.39922 -0.05300 4.06663 -0.0152 0.0022 0.7353
S -1.23393 -1.90831 3.36355 0.0423 0.4766 -0.5532
S -0.50969 1.50485 3.29236 -0.1030 -0.2243 -0.0821
O -2.97144 0.33925 4.24562 0.2096 0.1236 -0.1628
C -3.89992 -0.62530 4.72698 -0.1530 -0.0874 0.0665
C -4.99908 0.10988 5.47214 0.1406 0.0086 -0.0980
H 0.19754 2.29425 7.54801 0.0147 -0.0143 0.0377
H 0.86388 1.64081 6.03648 -0.0091 0.0703 0.0410
H 0.80843 0.62074 7.49048 0.0372 0.0333 0.0044
H -1.61579 1.71465 5.98434 -0.0253 -0.0164 -0.0177
H -1.68082 0.61660 7.37338 -0.0041 -0.0305 -0.0480
H -3.39726 -1.34156 5.38266 -0.0188 -0.0138 -0.0356
H -4.31343 -1.17694 3.87757 0.0857 -0.0227 0.0083
H -4.59566 0.60886 6.35491 -0.0156 -0.0089 0.0178
H -5.77633 -0.59204 5.77970 -0.0150 0.0123 0.0233
H -5.44034 0.86893 4.82559 -0.0441 -0.0020 -0.0014
C 2.36766 6.18206 -2.99443 -0.0259 -0.0297 0.0137
C 1.53540 4.94856 -2.76304 -0.0047 -0.0219 0.0395
C 1.28323 4.04058 -3.77952 0.0512 0.1163 -0.0066
C 0.52626 2.89734 -3.55994 -0.2924 -0.1487 0.0157
C 0.34304 1.92612 -4.69796 0.0327 0.0659 0.0449
C -0.04448 2.64238 -2.29647 0.1780 -0.0712 0.0487
As -0.73285 0.75885 -2.06225 -0.3677 0.0075 -0.1494
N -1.59134 0.49339 -0.48009 0.1424 -0.4807 0.6533
C -2.75455 1.15574 -0.15851 -0.3042 0.2111 -0.0141
C -3.22295 2.31319 -0.81386 0.2715 -0.1656 0.1247
C -4.41136 2.92857 -0.46533 -0.0245 0.0233 0.0040
C -5.20177 2.42415 0.55616 -0.0940 0.0662 -0.0142
C -4.75061 1.30064 1.24046 -0.0233 0.0600 0.0839
C -3.56244 0.69197 0.90199 0.3000 0.0460 -0.1061
C -2.34201 0.58744 -3.28870 0.0307 -0.0271 -0.0486
C -3.18632 1.54970 -3.86009 0.0685 0.0526 0.0441
C -2.96093 3.04539 -3.83809 -0.0163 -0.1205 -0.1095
C -4.34377 1.15226 -4.53495 -0.0169 -0.0688 0.0058
C -4.70665 -0.17328 -4.66072 -0.0437 0.0866 -0.0475
C -5.99524 -0.57867 -5.32582 0.0798 0.0061 0.0633
C -3.84026 -1.12816 -4.14707 -0.0140 0.0051 -0.0061
C -2.66947 -0.77654 -3.49373 0.1383 0.0679 -0.1237
C -1.74610 -1.89347 -3.08565 -0.0097 -0.0033 0.0363
C 0.25254 3.53530 -1.24898 -0.1036 -0.0612 0.0343
C -0.19945 3.30901 0.16423 0.0200 -0.1006 0.0999
C 1.01738 4.67043 -1.50659 0.0422 0.0253 -0.1432
H 2.74369 6.21542 -4.01764 0.0011 0.0162 -0.0007
H 3.22359 6.20670 -2.31647 0.0083 0.0159 -0.0119
H 1.78289 7.08739 -2.81530 0.0176 0.0162 -0.0191
H 1.70258 4.21662 -4.76639 -0.0148 -0.0215 -0.0072
H 0.79370 2.31038 -5.61381 0.0354 -0.0149 0.0103
H -0.71107 1.72412 -4.88721 -0.0034 -0.0221 -0.0406
H 0.80924 0.96545 -4.45374 -0.0128 -0.0271 -0.0519
H -2.61206 2.73905 -1.59425 -0.0586 0.0009 0.1855
H -4.71452 3.82284 -1.00198 -0.0339 -0.0114 0.0021
H -6.14139 2.89547 0.81869 0.0160 0.0038 0.0153
H -5.33382 0.89864 2.06039 -0.0081 -0.0430 0.0264
H -3.23144 -0.18217 1.45402 -0.1020 -0.0243 0.1265
H -2.05671 3.32614 -3.31616 0.1037 0.1171 -0.0436
H -3.80927 3.53792 -3.35683 0.0411 0.0209 -0.0106
H -2.89717 3.42575 -4.86160 0.0293 -0.0013 -0.0115
H -4.98255 1.92431 -4.95687 -0.0188 -0.0064 0.0173
H -6.49872 0.28643 -5.75910 -0.0239 -0.0174 -0.0106
H -6.66571 -1.03877 -4.59686 -0.0335 -0.0011 -0.0299
H -5.81610 -1.30968 -6.11713 -0.0272 -0.0028 -0.0093
H -4.08244 -2.18040 -4.25975 0.0299 -0.0078 0.0323
H -2.16919 -2.86164 -3.35242 -0.0218 -0.0020 0.0071
H -1.58362 -1.90581 -2.01081 0.0673 -0.0691 0.1180
H -0.77567 -1.78893 -3.57654 -0.0137 -0.0327 0.0229
H -0.08617 2.26735 0.46052 -0.0308 -0.0193 0.0528
H -1.25430 3.54942 0.29574 -0.0693 -0.0274 -0.0120
H 0.37009 3.92789 0.85970 0.0236 0.0050 -0.0422
H 1.23145 5.35265 -0.68869 -0.0225 -0.0326 0.0370
```
Positions in Å, forces in eV/Å.

Löwdin atomic charge list, values in e, 5 entries: atom 1 (Fe): 0.599, atom 2 (F): -0.002, atom 3 (C): -0.299, atom 4 (C): -0.080, atom 5 (C): -0.134


(2)
A structure of composition C38H48AsIN4O5PS4Se2Si2Ti at a distorted geometry. Source: OMol25; level of theory: wB97M-V/def2-TZVPD.

Properties
2S+1 = 2
E_HOMO (alpha / beta) = -3.0 / -3.0 eV
LUMO (alpha / beta) = 2.7661 / 2.7839 eV
Net charge = -2
<S²> = 0.7557

Geometry as XYZ:
```
107
Properties=species:S:1:pos:R:3:forces:R:3
Ti -0.94128 0.07183 0.45518 1.1205 -2.7011 2.7476
Se 0.87894 -1.81408 2.19863 -0.1158 0.2825 -0.2222
P 2.84422 -1.31165 1.32776 0.0410 -0.1454 0.2844
Se 0.76476 -0.48476 -1.28050 0.6800 -0.6528 -0.3829
C 3.83783 -2.77351 1.85170 -0.0737 0.0741 -0.2850
C 3.98488 -3.13408 3.18640 0.0143 -0.0664 -0.0425
C 4.70093 -4.26497 3.52693 -0.0016 0.0406 0.1882
C 5.28578 -5.04242 2.53982 0.0932 -0.1621 -0.0657
C 5.13999 -4.69260 1.20794 0.1442 -0.2354 0.0475
C 4.41757 -3.56241 0.86776 -0.0187 0.0550 -0.0136
C 3.63186 -0.15576 2.54362 -0.2044 -0.0011 -0.1888
C 4.88699 0.32512 2.18393 -0.0567 -0.0232 0.0276
C 5.56650 1.19903 3.00801 0.1752 0.0890 0.0153
C 4.99189 1.61551 4.19879 0.1058 0.1177 0.1163
C 3.74034 1.15058 4.56086 0.0677 0.1111 0.0969
C 3.06230 0.27312 3.73427 -0.0453 -0.1358 0.0159
H 3.51494 -2.53572 3.95294 -0.0552 0.0696 0.0764
H 4.79647 -4.54529 4.56852 0.0322 -0.0166 0.0291
H 5.84728 -5.92538 2.81295 0.0414 -0.0773 -0.0028
H 5.58446 -5.30780 0.43609 0.0261 -0.0176 -0.0419
H 4.29254 -3.29167 -0.17212 -0.0256 0.0499 -0.0761
H 5.32587 -0.00416 1.25086 0.0721 -0.0002 -0.1020
H 6.54403 1.56248 2.72091 0.0725 0.0426 -0.0083
H 5.51978 2.30638 4.83987 0.0466 0.0795 0.0642
H 3.28828 1.47032 5.48935 -0.0333 0.0559 0.0556
H 2.09041 -0.10390 4.02955 -0.0808 -0.0596 -0.0724
S -3.34365 -0.47663 -0.06817 -0.2537 -0.0800 -0.1089
C -3.78256 -1.49576 1.26486 0.0724 0.2483 0.2778
C -4.81494 -2.41025 1.14752 0.0678 -0.1529 0.2398
C -5.08492 -3.30922 2.17836 1.0185 0.7538 0.2489
C -6.12224 -4.23802 2.01885 -0.7963 -0.7440 -0.1054
N -6.98653 -4.98074 1.86041 -0.0957 -0.0946 -0.0115
C -4.28902 -3.28516 3.34699 -0.0418 0.7115 -1.0244
C -3.30889 -2.30991 3.49503 -0.1117 -0.1305 -0.0926
C -3.06413 -1.38520 2.48440 -0.3825 -0.0368 -0.2174
S -1.95477 -0.08633 2.71540 0.2154 0.1329 0.1107
C -4.45413 -4.27000 4.33505 -0.1549 -0.6276 0.7095
N -4.57039 -5.08509 5.13703 -0.0415 -0.1210 0.1606
H -5.38942 -2.44921 0.23321 -0.0581 -0.0184 -0.0079
H -2.71157 -2.27767 4.39446 0.0078 -0.0078 0.0525
C 0.39174 0.02565 -5.79343 -0.4495 -0.2827 0.8187
Si -0.35660 -1.34358 -4.64122 0.0924 -0.1399 -0.7257
C 1.07319 -2.64076 -4.63395 -0.7111 0.4761 0.3137
C -1.92544 -1.95308 -5.59302 0.5967 0.2507 0.6210
As -1.25458 -0.66089 -2.45399 0.1159 -0.8721 -2.0946
Si -1.94089 -2.90044 -1.88338 -0.4199 -0.9151 0.5064
C -1.21961 -4.49023 -2.71120 -0.0523 0.8957 -0.0424
C -3.82669 -3.02855 -2.25400 0.6263 0.3092 -0.0117
C -1.45343 -3.15956 -0.05593 -0.0034 0.5885 -0.5051
H 0.56241 -0.37534 -6.78848 -0.0379 -0.2557 -0.1425
H 1.34814 0.36800 -5.41210 0.2297 0.1048 0.1208
H -0.26225 0.88616 -5.88683 -0.1493 0.2107 -0.0170
H 1.66160 -2.59618 -5.54540 0.0131 0.1425 -0.2389
H 0.72857 -3.65967 -4.50416 -0.1190 -0.1647 0.0680
H 1.72744 -2.40188 -3.79798 0.1311 0.0093 0.1518
H -1.79929 -1.93366 -6.66891 0.1270 0.0426 -0.2804
H -2.75154 -1.29386 -5.32961 -0.1237 0.0768 -0.0309
H -2.20780 -2.95869 -5.30435 -0.0674 -0.2452 0.1098
H -1.39299 -4.52300 -3.78165 -0.0429 -0.0430 -0.2420
H -1.69495 -5.36248 -2.27070 -0.2180 -0.0569 0.2003
H -0.15370 -4.57791 -2.53639 0.2628 0.0230 0.0607
H -3.99064 -3.33262 -3.28360 0.0587 -0.1480 -0.2702
H -4.32297 -2.07271 -2.11165 -0.0012 0.0659 0.0702
H -4.31179 -3.75948 -1.61291 0.0212 -0.1842 0.1704
H -0.51815 -3.70914 0.04305 0.0958 0.1036 -0.1033
H -2.20709 -3.68482 0.52388 -0.2513 -0.0359 0.0229
H -1.29433 -2.17813 0.42991 -0.0429 -0.8583 -0.0033
N 0.79571 1.39142 1.51443 0.0169 -0.4059 0.0823
C 0.44858 2.68351 1.97107 -0.0114 0.4341 0.1258
C -0.45861 2.80799 3.02433 0.1298 -0.0076 -0.0298
C -0.94014 4.05811 3.37129 0.0649 -0.2843 0.0961
C -0.49236 5.18355 2.70937 -0.3117 0.7415 0.1895
C 0.47007 5.07952 1.72850 0.0857 -0.0014 -0.1041
C 0.94156 3.83041 1.35308 -0.0793 -0.2334 0.2677
S -1.14958 6.78109 3.24736 0.2244 0.0697 0.1127
O -2.55023 6.50464 3.55635 0.1706 -0.0385 -0.0640
O -0.32747 7.08881 4.41681 -0.2482 0.0294 -0.2568
O -0.95881 7.68647 2.11904 0.0697 -0.1993 0.0975
H 0.84969 0.72039 2.29011 0.2142 0.1011 -0.2756
H 1.67814 1.37680 0.99523 -0.3833 -0.0835 0.2051
H -0.78715 1.92406 3.55421 -0.0613 0.0338 -0.0222
H -1.68819 4.18760 4.13678 -0.0696 -0.0944 0.1722
H 0.81982 5.98768 1.26188 0.0588 0.0466 -0.1415
H 1.69808 3.72698 0.58818 0.0562 0.0566 -0.0446
N -2.64843 3.51173 0.64776 0.5072 -1.2458 -1.2805
C -2.42564 2.53717 -0.25524 0.4618 1.3548 1.9691
O -1.49591 1.68030 -0.09901 -2.0442 4.0024 -0.9348
C -3.36097 2.41854 -1.37996 -0.5375 0.4738 -1.6675
I -3.40003 4.19370 -2.73273 -0.1618 -0.7381 0.5985
H -1.96769 3.67698 1.37967 0.1149 -0.1511 0.1539
H -3.15140 4.33421 0.34996 -0.2034 -0.0977 0.0021
H -4.39478 2.36785 -1.05356 0.1167 -0.1047 0.1539
H -3.11920 1.57620 -2.02847 0.0304 0.1505 0.1792
O -0.60287 4.02106 -1.34324 -1.1247 1.3056 0.2287
S 0.34308 2.93304 -1.60242 1.5275 -0.5719 -1.1167
C 1.92102 3.80370 -2.06129 -0.0719 -0.4733 0.1375
C 2.17405 3.57368 -3.53789 0.0257 0.1399 -0.2113
C 0.80254 3.47925 -4.19103 0.1429 0.0156 -0.1096
C 0.06388 2.45184 -3.36484 0.2181 0.0028 0.2846
H 2.71763 3.41238 -1.43335 0.0926 0.0292 0.0836
H 1.73759 4.84868 -1.81375 -0.1214 -0.0171 0.0307
H 2.70345 2.62889 -3.68100 0.0402 -0.0080 -0.0252
H 2.78221 4.36988 -3.96674 0.0822 0.0405 -0.0219
H 0.87318 3.19613 -5.24273 -0.0707 -0.0341 -0.0263
H 0.28584 4.43811 -4.12390 -0.0279 0.0825 -0.0363
H 0.49183 1.45359 -3.47411 -0.0416 0.0601 -0.0219
H -1.00719 2.42591 -3.55553 -0.0297 -0.0838 0.2009
```
Positions in Å, forces in eV/Å.

Löwdin atomic charge list, values in e, 5 entries: atom 1 (Ti): 0.126, atom 2 (Se): 0.272, atom 3 (P): 0.582, atom 4 (Se): 0.117, atom 5 (C): -0.457